Entry 1:
{"formula": "C2H4ClPS2", "method": "ωB97M-V/def2-TZVPD", "elements": ["C", "C", "P", "S", "S", "Cl", "H", "H", "H", "H"], "coordinates": [[-0.0952, 0.4620, -1.2070], [-0.0341, 0.2331, 1.2105], [1.3000, 0.9671, 0.0802], [-2.8338, -0.0096, -0.0063], [-1.0823, -0.6737, -0.0914], [2.4495, -0.7062, -0.0676], [-0.6796, 1.4560, -1.3107], [0.3190, -0.1634, -1.9617], [0.2559, -0.5130, 2.0108], [-0.7841, 0.9285, 1.7142]], "forces_ev_per_angstrom": [[0.20, 1.61, 2.16], [-1.15, -0.81, 1.63], [-2.24, -0.69, -0.20], [-2.23, 0.54, 0.13], [3.03, 0.92, 0.23], [0.46, -0.49, -0.05], [0.69, -2.00, -0.70], [-0.03, 0.42, -1.43], [0.11, 0.96, -0.89], [1.15, -0.45, -0.88]], "lumo_ev": 0.13, "e_above_lowest_kcal_mol": 39.54, "total_energy_ev": -45619.5757, "molar_mass_da": 158.62, "homo_energy_ev": -8.317, "total_charge": 0, "spin_multiplicity": 1}

=====

Entry 2:
{"formula": "C2H4F2N4", "method": "ωB97M-V/def2-TZVPD", "elements": ["C", "C", "N", "N", "N", "N", "F", "F", "H", "H", "H", "H"], "coordinates": [[0.3978, 0.7409, 0.4414], [-0.2726, -0.3178, -0.6524], [-0.7357, 1.6611, 1.9749], [0.4312, -2.3280, -1.3578], [-0.5654, 1.6618, 0.7403], [0.6515, -1.1071, -1.2941], [0.9377, 0.0003, 1.4828], [-1.2218, -1.0545, 0.0491], [1.2768, 1.1041, -0.1317], [-0.6866, 0.1599, -1.4783], [-1.3850, 2.4354, 2.0983], [1.1721, -2.9561, -1.8727]], "forces_ev_per_angstrom": [[2.27, -4.47, -3.65], [-0.53, -0.06, 3.80], [-0.62, 1.22, -0.67], [0.21, -0.43, 0.12], [-0.30, 0.91, 1.91], [3.15, -2.92, -1.29], [-0.61, 0.43, -0.58], [0.09, 0.68, -0.36], [-0.66, 0.58, 0.44], [-1.42, 1.65, -1.05], [-0.61, 0.04, 0.59], [-0.97, 2.37, 0.74]], "lumo_ev": 0.06, "e_above_lowest_kcal_mol": 20.44, "total_energy_ev": -13530.1546, "molar_mass_da": 122.08, "homo_energy_ev": -9.599, "total_charge": 0, "smiles": "[H]/N=N/[C@@H](F)[C@H](F)/N=N/[H]", "spin_multiplicity": 1}

=====

Number 1: Kohn-Sham gap 0.310 hartree. Number 2: Kohn-Sham gap 0.355 hartree.